DFT (the ωB97M-V functional and the def2-TZVPD basis) results for 12 unconnected molecules or ions with the total composition C68H73IN13O2PS in a non-equilibrium geometry.

Output
ΔE to the lowest compared entry with this formula, charge and spin in kJ/mol: 0.0
Gap between HOMO and LUMO in eV: 7.3
Calculated total energy in eV: -123384.455
SMILES: C=C[C@H]1NC(=O)[C@H](N=C=S)[C@@]1(CC(=O)I)P(CC)CC.c1ccncc1.c1ccncc1.c1ccncc1.c1ccncc1.c1ccncc1.c1ccncc1.c1ccncc1.c1ccncc1.c1ccncc1.c1ccncc1.c1ccncc1
HOMO energy in eV: -7.624
Multiplicity: 1
F_max in eV/A: 2.2
LUMO level in eV: -0.34
Total charge: 0

```
159
C68H73IN13O2PS (the ωB97M-V functional and the def2-TZVPD basis)
C 1.2540 -0.9044 -1.6037
C -0.0774 -0.5506 -1.4404
C -0.5240 0.3534 -0.2853
N 0.5710 1.3750 -0.1565
C 0.1441 2.6253 -0.5402
O 0.6278 3.6965 -0.2973
C -1.0732 2.2775 -1.4168
N -1.8708 3.3836 -2.0038
C -1.8603 3.4372 -3.2177
S -2.1619 3.2649 -4.7441
C -1.7823 1.2422 -0.5348
C -2.1908 1.6478 0.9133
C -3.1643 2.8034 1.0918
O -4.2995 2.6051 1.4073
I -2.5578 4.8623 0.8867
P -3.0678 0.3976 -1.6230
C -3.2270 -1.3968 -1.1717
C -4.2826 -1.7396 -0.0972
C -4.7621 1.0931 -1.3565
C -4.9479 2.5194 -1.8675
H 1.6751 -1.6065 -0.8875
H 1.8421 -0.4550 -2.3944
H -0.8022 -0.9645 -2.1373
H -0.4768 -0.1126 0.7049
H 1.0769 1.3803 0.7244
H -0.5891 1.7999 -2.2725
H -2.6153 0.7556 1.3631
H -1.2996 1.8764 1.5026
H -3.5116 -1.8962 -2.0955
H -2.2901 -1.8491 -0.8521
H -3.9272 -1.4251 0.8814
H -5.2717 -1.3666 -0.3357
H -4.3669 -2.8273 -0.0685
H -5.4262 0.4550 -1.9415
H -5.0593 0.9470 -0.3185
H -4.4423 2.6851 -2.8137
H -6.0082 2.6966 -2.0419
H -4.6191 3.2953 -1.1817
N -0.7448 -3.2382 -3.9987
C -0.4471 -4.0007 -2.9404
C -0.1029 -5.3395 -3.0279
C -0.0638 -5.9251 -4.2832
C -0.3683 -5.1530 -5.3910
C -0.7000 -3.8201 -5.1944
H -0.4942 -3.4954 -1.9819
H 0.1284 -5.9072 -2.1369
H 0.2002 -6.9690 -4.3957
H -0.3501 -5.5725 -6.3874
H -0.9431 -3.1786 -6.0344
N 2.6702 1.2610 2.5234
C 2.9551 0.0097 2.1563
C 4.0059 -0.7287 2.6719
C 4.8143 -0.1313 3.6252
C 4.5384 1.1681 4.0213
C 3.4580 1.8181 3.4432
H 2.3002 -0.4187 1.4029
H 4.1829 -1.7410 2.3319
H 5.6486 -0.6718 4.0550
H 5.1464 1.6680 4.7629
H 3.2035 2.8353 3.7255
N 4.8941 -3.7851 1.1912
C 5.2147 -4.5600 2.2275
C 5.6408 -5.8731 2.1035
C 5.7363 -6.4149 0.8319
C 5.4038 -5.6264 -0.2574
C 4.9924 -4.3246 -0.0231
H 5.1229 -4.0965 3.2048
H 5.8907 -6.4538 2.9806
H 6.0649 -7.4369 0.6918
H 5.4636 -6.0083 -1.2677
H 4.7268 -3.6710 -0.8473
N -0.7219 3.2921 -10.2384
C 0.1316 4.2277 -10.6497
C 0.7676 5.1187 -9.7986
C 0.4996 5.0359 -8.4422
C -0.3867 4.0707 -7.9942
C -0.9656 3.2273 -8.9303
H 0.3097 4.2585 -11.7193
H 1.4541 5.8571 -10.1899
H 0.9745 5.7134 -7.7438
H -0.6244 3.9720 -6.9436
H -1.6629 2.4545 -8.6241
N 3.3440 -2.6883 7.0475
C 3.6888 -2.5214 8.3261
C 3.6573 -1.2952 8.9748
C 3.2501 -0.1809 8.2591
C 2.8904 -0.3353 6.9307
C 2.9534 -1.6051 6.3771
H 4.0034 -3.4189 8.8482
H 3.9455 -1.2185 10.0145
H 3.2138 0.7939 8.7300
H 2.5680 0.5083 6.3352
H 2.6785 -1.7729 5.3411
N 7.0303 -4.5406 -3.5680
C 6.3959 -3.4415 -3.9747
C 6.9330 -2.1660 -3.8926
C 8.2006 -2.0214 -3.3538
C 8.8758 -3.1512 -2.9235
C 8.2489 -4.3809 -3.0540
H 5.4051 -3.6006 -4.3866
H 6.3713 -1.3103 -4.2418
H 8.6555 -1.0426 -3.2705
H 9.8666 -3.0825 -2.4961
H 8.7421 -5.2917 -2.7322
N 4.0260 4.6619 -2.9889
C 5.0951 4.0657 -3.5145
C 5.3580 2.7097 -3.3968
C 4.4605 1.9266 -2.6890
C 3.3431 2.5266 -2.1334
C 3.1715 3.8927 -2.3130
H 5.7725 4.7168 -4.0569
H 6.2431 2.2806 -3.8473
H 4.6303 0.8627 -2.5714
H 2.6190 1.9514 -1.5713
H 2.3113 4.4015 -1.8959
N 4.1845 -5.1017 10.6096
C 3.2028 -5.3189 11.4835
C 3.4124 -5.7182 12.7944
C 4.7157 -5.9065 13.2228
C 5.7506 -5.6876 12.3288
C 5.4315 -5.2865 11.0409
H 2.1987 -5.1625 11.1043
H 2.5755 -5.8772 13.4602
H 4.9221 -6.2191 14.2384
H 6.7823 -5.8236 12.6222
H 6.2100 -5.1004 10.3088
N -8.4158 -0.4807 -2.9444
C -8.5099 0.8474 -2.9138
C -8.8378 1.6218 -4.0164
C -9.0784 0.9815 -5.2204
C -8.9853 -0.3987 -5.2719
C -8.6536 -1.0790 -4.1103
H -8.3082 1.3040 -1.9497
H -8.9016 2.6985 -3.9328
H -9.3357 1.5499 -6.1047
H -9.1659 -0.9376 -6.1915
H -8.5725 -2.1604 -4.1043
N -12.8773 1.3821 -3.9572
C -14.1300 1.8313 -4.0057
C -14.6085 2.8675 -3.2181
C -13.7371 3.4704 -2.3263
C -12.4305 3.0163 -2.2597
C -12.0528 1.9747 -3.0943
H -14.7784 1.3289 -4.7155
H -15.6366 3.1920 -3.3025
H -14.0715 4.2821 -1.6926
H -11.7180 3.4588 -1.5766
H -11.0417 1.5885 -3.0796
N 2.3643 5.0364 5.0487
C 1.9310 4.6717 6.2542
C 0.9803 5.3749 6.9769
C 0.4502 6.5255 6.4167
C 0.8885 6.9218 5.1645
C 1.8420 6.1442 4.5253
H 2.3746 3.7659 6.6550
H 0.6644 5.0294 7.9516
H -0.2944 7.1043 6.9483
H 0.5004 7.8131 4.6915
H 2.2110 6.4143 3.5422
```